# C24H28N2O2

An isolated molecule of C24H28N2O2 (ωB97M-V/def2-TZVPD, the OMol25 dataset).

Each line ends with the natural charge from an NBO analysis.
Element x y z (Å)
C  -4.43007  -4.63492  0.10952  -0.621
C  -4.29319  -3.14670  -0.00785  -0.061
C  -4.35702  -2.52346  -1.24927  -0.191
C  -4.22871  -1.15729  -1.37467  -0.240
C  -4.01516  -0.33931  -0.25772  0.153
N  -3.95289  1.04218  -0.41482  -0.433
C  -3.15588  1.60408  -1.48380  -0.210
C  -1.70275  1.80645  -1.03037  -0.240
N  -1.68154  2.68647  0.12103  -0.447
C  -0.37751  3.18135  0.48582  -0.224
C  0.67483  2.13808  0.92933  0.067
O  1.30739  2.63496  2.08584  -0.718
C  1.71527  1.86597  -0.16223  -0.094
O  2.58008  0.86889  0.34121  -0.531
C  3.63693  0.46574  -0.42206  0.413
C  3.93816  0.96338  -1.66522  -0.340
C  5.05732  0.48836  -2.36620  -0.186
C  5.86615  -0.47231  -1.83376  -0.217
C  5.58489  -1.01207  -0.56053  -0.037
C  6.39335  -2.00968  0.02226  -0.178
C  6.10015  -2.52138  1.25541  -0.209
C  4.98166  -2.05962  1.96364  -0.217
C  4.17767  -1.09192  1.42768  -0.175
C  4.45739  -0.54459  0.16014  -0.126
C  -2.44588  2.11843  1.21661  -0.241
C  -3.88769  1.91163  0.73856  -0.218
C  -3.96245  -0.96971  0.98779  -0.232
C  -4.10215  -2.34092  1.10285  -0.196
H  -4.42150  -4.94429  1.15181  0.212
H  -3.61005  -5.13492  -0.40615  0.215
H  -5.36161  -4.97010  -0.34526  0.215
H  -4.52071  -3.12176  -2.13492  0.206
H  -4.31819  -0.71674  -2.35609  0.206
H  -3.17410  0.95936  -2.35999  0.208
H  -3.58240  2.57614  -1.75022  0.200
H  -1.13088  2.27359  -1.83567  0.201
H  -1.26319  0.81616  -0.81163  0.168
H  -0.50379  3.86914  1.32546  0.223
H  0.01207  3.75240  -0.36208  0.193
H  0.17901  1.18312  1.16694  0.163
H  2.06640  2.06829  2.27267  0.478
H  2.27306  2.79002  -0.36657  0.183
H  1.22500  1.52508  -1.08226  0.183
H  3.32707  1.72397  -2.12499  0.219
H  5.26794  0.90218  -3.34138  0.214
H  6.72764  -0.83312  -2.37568  0.211
H  7.25268  -2.36357  -0.52935  0.209
H  6.72649  -3.28581  1.69174  0.214
H  4.75924  -2.47481  2.93565  0.214
H  3.31195  -0.73496  1.96388  0.219
H  -2.42564  2.81918  2.05334  0.208
H  -2.03340  1.15417  1.55722  0.168
H  -4.51601  1.52130  1.53832  0.210
H  -4.28898  2.88295  0.43054  0.203
H  -3.80485  -0.39953  1.88984  0.201
H  -4.05159  -2.78951  2.08557  0.204

As for the energy relative to the best compared isomer or geometry (same formula, charge and spin): 224.00 kJ/mol. The SMILES is Cc1ccc(N2CCN(C[C@H](O)COc3cccc4ccccc34)CC2)cc1. The value obtained for the HOMO energy is -7.440 eV. The net charge is 0. The gap between HOMO and LUMO is 8.15 eV.

***

# C24H28N2O4

An isolated molecule of C24H28N2O4 (ωB97M-V/def2-TZVPD, the OMol25 dataset).

Each line ends with the natural charge from an NBO analysis.
Element x y z (Å)
C  -5.05995  -1.95804  2.46504  -0.601
C  -4.28439  -0.91491  1.67005  -0.398
C  -3.70613  -1.50594  0.38438  -0.394
C  -2.85890  -0.50489  -0.40241  -0.438
C  -1.49533  -0.20791  0.16000  0.251
C  -0.98010  -0.81670  1.25392  -0.275
C  0.31232  -0.50939  1.79406  0.074
C  0.85618  -1.17949  2.85050  -0.410
C  2.17123  -0.91432  3.33761  0.538
O  2.76943  -1.61779  4.13418  -0.579
C  2.84274  0.39245  2.85624  0.061
C  2.62778  1.45553  3.93819  -0.606
O  4.25443  0.16855  2.75585  -0.483
C  4.59329  -0.62946  1.74968  0.823
O  3.79054  -1.08501  0.96957  -0.606
C  6.08342  -0.85918  1.69843  -0.493
C  6.80228  0.44561  1.35693  -0.595
C  2.35117  0.95947  1.52650  0.600
O  3.01774  1.76740  0.91048  -0.568
C  1.01957  0.53376  1.10159  -0.260
C  0.47325  1.08479  -0.01646  0.144
N  -0.74379  0.75657  -0.49633  -0.367
C  -1.13226  1.30160  -1.77814  -0.213
C  -0.63588  0.41585  -2.93417  -0.437
C  -1.46305  0.63951  -4.16967  0.208
C  -0.88554  0.85412  -5.41546  -0.247
C  -1.71374  1.03543  -6.51106  -0.157
C  -3.08662  0.99810  -6.32676  -0.263
C  -3.56480  0.77918  -5.04430  0.051
N  -2.78013  0.60542  -3.99691  -0.454
H  -5.87487  -2.36442  1.86988  0.201
H  -5.47944  -1.51797  3.36623  0.212
H  -4.40864  -2.77889  2.75688  0.202
H  -4.95154  -0.08880  1.41249  0.195
H  -3.48347  -0.50782  2.28900  0.203
H  -3.12420  -2.40096  0.60766  0.203
H  -4.53622  -1.81583  -0.25454  0.211
H  -3.42321  0.43119  -0.45885  0.219
H  -2.74657  -0.87177  -1.42622  0.234
H  -1.54316  -1.58082  1.76100  0.223
H  0.33547  -2.01428  3.29497  0.218
H  3.14045  2.37107  3.65165  0.228
H  3.03794  1.08868  4.87586  0.238
H  1.56471  1.65168  4.05732  0.220
H  6.40743  -1.21787  2.67632  0.230
H  6.28646  -1.62116  0.94568  0.224
H  6.60069  1.19387  2.11864  0.218
H  7.87543  0.27849  1.30103  0.209
H  6.45656  0.82727  0.39905  0.212
H  1.03061  1.83600  -0.55782  0.231
H  -2.21620  1.38362  -1.84924  0.242
H  -0.70570  2.30266  -1.87311  0.214
H  0.41860  0.60214  -3.13803  0.219
H  -0.73665  -0.63276  -2.64053  0.227
H  0.18800  0.87635  -5.52293  0.220
H  -1.29398  1.20452  -7.49187  0.221
H  -3.76636  1.13539  -7.15254  0.223
H  -4.62688  0.74009  -4.83952  0.194

As for the energy relative to the best compared isomer or geometry (same formula, charge and spin): 213.55 kJ/mol. The SMILES is CCCCC1=CC2=CC(=O)[C@@](C)(OC(=O)CC)C(=O)C2=CN1CCc1ccccn1. The value obtained for the HOMO energy is -7.438 eV. The net charge is 0. The gap between HOMO and LUMO is 7.75 eV.

***

# C24H28N2O5

An isolated molecule of C24H28N2O5 (ωB97M-V/def2-TZVPD, the OMol25 dataset).

Each line ends with the natural charge from an NBO analysis.
Element x y z (Å)
C  -6.00671  -3.26936  1.60980  -0.215
C  -5.66759  -2.93999  0.51048  -0.028
C  -5.22678  -2.48676  -0.79548  -0.307
N  -4.11666  -1.56484  -0.68821  -0.593
C  -2.91578  -1.81277  -1.25029  0.636
O  -2.68406  -2.77271  -1.95990  -0.617
C  -1.88029  -0.78404  -0.93105  0.194
C  -0.61539  -0.93477  -1.32320  -0.214
C  0.46917  0.02646  -0.93758  -0.275
C  1.72007  -0.70249  -0.56078  -0.044
C  2.97983  -0.40708  -0.96242  -0.024
N  3.90192  -1.27116  -0.38760  -0.430
C  5.27217  -1.26803  -0.56835  0.710
C  5.79681  -0.20348  -1.50246  -0.718
O  5.99230  -2.06304  -0.01413  -0.566
C  3.18763  -2.15916  0.41795  0.213
C  3.62884  -3.21202  1.20280  -0.231
C  2.67551  -3.93260  1.89785  -0.209
C  1.32088  -3.61961  1.81382  -0.219
C  0.87808  -2.57178  1.03337  -0.191
C  1.81942  -1.82901  0.32864  -0.114
C  -0.03320  0.88704  0.23736  -0.233
C  0.92032  2.02403  0.61108  -0.408
C  1.08186  3.11853  -0.44206  -0.430
C  2.05285  4.19913  0.04023  -0.050
O  1.63559  4.82636  1.22620  -0.713
C  -1.44663  1.38308  -0.10031  0.402
O  -1.89216  2.22144  0.90399  -0.526
C  -2.97005  3.08273  0.57947  -0.057
C  -4.32232  2.38738  0.47010  -0.639
O  -2.34947  0.28872  -0.21977  -0.537
H  -6.31553  -3.58527  2.56136  0.232
H  -6.06679  -2.00808  -1.31664  0.221
H  -4.87294  -3.33614  -1.39037  0.269
H  -4.19943  -0.77963  -0.06050  0.417
H  -0.35763  -1.80777  -1.89982  0.251
H  0.69757  0.67345  -1.79427  0.222
H  3.29195  0.37109  -1.63010  0.216
H  6.87670  -0.30712  -1.56357  0.248
H  5.55504  0.78828  -1.12630  0.231
H  5.37033  -0.32344  -2.49597  0.232
H  4.67529  -3.45836  1.26512  0.249
H  2.98905  -4.75946  2.51714  0.214
H  0.60669  -4.21079  2.36745  0.214
H  -0.17318  -2.33980  0.95923  0.222
H  -0.13517  0.24101  1.11558  0.228
H  0.55826  2.48384  1.53146  0.235
H  1.89899  1.58619  0.81946  0.215
H  0.11450  3.58518  -0.64395  0.190
H  1.46454  2.70797  -1.37758  0.200
H  3.02429  3.75692  0.27403  0.174
H  2.19431  4.94556  -0.75718  0.156
H  0.73356  5.14473  1.10693  0.461
H  -1.44297  1.90880  -1.07794  0.142
H  -2.74655  3.61179  -0.35989  0.161
H  -2.98727  3.80644  1.39845  0.191
H  -4.34640  1.72721  -0.39281  0.213
H  -5.10489  3.13437  0.36395  0.214
H  -4.50849  1.80282  1.36720  0.215

As for the energy relative to the best compared isomer or geometry (same formula, charge and spin): 382.58 kJ/mol. The SMILES is C#CCNC(=O)C1=C[C@H](c2cn(C(C)=O)c3ccccc23)[C@@H](CCCO)[C@H](OCC)O1. The value obtained for the HOMO energy is -8.329 eV. The net charge is 0. The gap between HOMO and LUMO is 8.84 eV.